# 1
Formula: C4H10NSi
Source: the OMol25 dataset
Level of theory: ωB97M-V with the def2-TZVPD basis set

Positions of all 16 atoms, in Å:
C (1.9256, 1.6925, 1.4458)
C (2.9816, 2.4650, 2.0469)
C (-2.3708, -2.2005, 0.0469)
C (-0.9326, -0.1462, -1.9438)
N (0.9863, 1.1648, 1.0441)
Si (-1.6038, -1.8147, -1.6018)
H (2.7879, 2.7082, 3.1077)
H (3.8073, 1.8443, 1.9820)
H (3.2251, 3.2341, 1.2965)
H (-1.7922, -1.7617, 0.9110)
H (-3.2727, -1.7150, 0.0967)
H (-2.3065, -3.2235, 0.2211)
H (-1.4006, 0.3036, -2.7490)
H (-0.8299, 0.4570, -1.0466)
H (0.1518, -0.1337, -2.0555)
H (-1.3562, -2.8742, -2.8020)

Cartesian forces (eV/Å) of the 3 atoms listed first:
C -1.58 -0.08 0.31
C -0.56 0.60 -0.61
C 3.71 0.95 -0.15

Results
- electronic energy (eV) = -13668.8415
- Kohn-Sham gap (hartree) = 0.3128
- total charge = +1
- LUMO (eV) = -6.0
- 2S+1 = 1
- energy relative to the best compared isomer or geometry (same formula, charge and spin) (eV) = 2.238

***

# 2
Formula: C4H8O2
Source: the OMol25 dataset
Level of theory: ωB97M-V with the def2-TZVPD basis set

Positions of all 14 atoms, in Å:
C (1.5881, -0.3478, -0.9746)
O (0.2544, 0.0936, -1.1304)
C (-0.6568, -0.4384, -0.2153)
C (-0.4341, -0.2673, 1.2668)
C (-1.4183, 0.6081, 0.5386)
O (-1.0713, 1.9302, 0.2882)
H (1.6394, -1.4351, -0.8424)
H (2.0704, 0.1338, -0.1145)
H (2.1234, -0.0659, -1.8840)
H (-1.1643, -1.3374, -0.5661)
H (0.4802, 0.2195, 1.5948)
H (-0.7999, -1.0498, 1.9267)
H (-2.4817, 0.4706, 0.7168)
H (-0.4852, 1.9020, -0.4856)

Cartesian forces (eV/Å) of the 3 atoms listed first:
C 0.26 -0.07 0.01
O -0.06 0.02 0.01
C -0.11 -0.11 -0.02

Results
- electronic energy (eV) = -8370.8954
- Kohn-Sham gap (hartree) = 0.3838
- total charge = 0
- LUMO (eV) = 1.0
- SMILES = CO[C@H]1C[C@H]1O
- 2S+1 = 1
- energy relative to the best compared isomer or geometry (same formula, charge and spin) (eV) = 2.386

***

# 3
Formula: C4H5FS2
Source: the OMol25 dataset
Level of theory: ωB97M-V with the def2-TZVPD basis set

Positions of all 12 atoms, in Å:
C (-1.5716, -2.0242, 0.3574)
S (-1.3954, -0.2429, 0.5102)
C (0.2318, 0.0610, -0.0793)
S (1.2471, -1.1139, -0.6200)
C (0.5219, 1.4869, -0.0218)
C (1.6530, 2.1109, -0.3794)
F (2.7278, 1.5164, -0.8620)
H (-0.8388, -2.5388, 0.9720)
H (-1.4604, -2.3569, -0.6708)
H (-2.5999, -2.2572, 0.7186)
H (-0.2686, 2.1433, 0.3702)
H (1.7532, 3.2155, -0.2951)

Cartesian forces (eV/Å) of the 3 atoms listed first:
C -0.70 -0.10 0.29
S 0.21 -0.08 -0.13
C 0.06 -0.70 -0.14

Results
- electronic energy (eV) = -28615.9234
- Kohn-Sham gap (hartree) = 0.2942
- total charge = 0
- LUMO (eV) = -0.5
- SMILES = CSC(=S)/C=C\F
- 2S+1 = 1
- energy relative to the best compared isomer or geometry (same formula, charge and spin) (eV) = 0.025

***

# 4
Formula: C12H18AgF6O6P
Source: the OMol25 dataset
Level of theory: ωB97M-V with the def2-TZVPD basis set

Positions of all 44 atoms, in Å:
Ag (-0.2650, -0.0605, -0.1362)
P (-1.4876, -1.7139, -2.9600)
F (-3.1155, -1.4900, -2.8491)
F (-1.6747, -3.2818, -3.2586)
F (-1.7183, -1.1867, -4.5089)
F (0.0521, -1.9514, -3.3150)
F (-1.1625, -0.1606, -2.4845)
F (-1.5321, -1.9601, -1.3658)
O (-1.7473, -0.7812, 1.4652)
C (-2.2621, -1.8655, 1.7318)
O (-1.7341, -3.0065, 1.2891)
C (-2.5958, -4.0916, 1.5307)
C (-3.4392, -3.6467, 2.7428)
C (-3.5502, -2.1444, 2.5159)
H (-2.0216, -5.0012, 1.7009)
H (-3.2471, -4.3106, 0.6831)
H (-2.8747, -3.6721, 3.6757)
H (-4.4074, -4.1114, 2.9205)
H (-3.5547, -1.7403, 3.5277)
H (-4.4528, -1.7859, 2.0223)
O (0.6471, 2.1145, 0.7011)
C (0.2473, 3.2260, 1.0596)
O (-0.6934, 3.8647, 0.3406)
C (-0.9823, 5.0859, 0.9363)
C (-0.2177, 5.2901, 2.2401)
C (0.5257, 3.9634, 2.3797)
H (-2.0115, 5.0530, 1.3038)
H (-1.0166, 5.9686, 0.2983)
H (-0.9168, 5.3182, 3.0738)
H (0.3964, 6.1886, 2.2223)
H (0.1157, 3.3813, 3.2042)
H (1.5987, 4.0395, 2.5506)
O (1.7051, -0.0575, -1.0778)
C (2.8819, -0.1526, -1.4004)
O (3.6894, -1.1311, -0.8097)
C (4.8744, -1.4550, -1.6122)
C (4.5721, -0.6250, -2.8528)
C (3.6814, 0.5710, -2.4478)
H (4.9966, -2.4676, -1.9934)
H (5.7922, -1.1055, -1.1419)
H (4.0209, -1.1785, -3.6123)
H (5.5321, -0.2751, -3.2356)
H (3.1238, 1.0688, -3.2361)
H (4.2282, 1.2768, -1.8180)

Cartesian forces (eV/Å) of the 3 atoms listed first:
Ag -0.57 -0.14 0.14
P -2.32 1.13 -2.08
F 0.41 -0.11 0.40

Results
- electronic energy (eV) = -54618.9376
- Kohn-Sham gap (hartree) = 0.3695
- total charge = 0
- LUMO (eV) = 0.3
- 2S+1 = 1
- energy relative to the best compared isomer or geometry (same formula, charge and spin) (eV) = 0.000

***

# 5
Formula: C4H14N2O
Source: the OMol25 dataset
Level of theory: ωB97M-V with the def2-TZVPD basis set

Positions of all 21 atoms, in Å:
C (-2.0486, 0.9351, -1.1562)
N (-0.6123, 0.7999, -1.3003)
C (0.1801, -1.4262, -0.8314)
C (0.2333, 0.0522, -0.3936)
C (-0.1447, 0.0571, 1.0723)
N (0.1985, 1.3654, 1.6863)
H (-2.2798, 0.4993, -0.1803)
H (-2.5889, 0.2712, -1.8361)
H (-2.3274, 1.9791, -1.0026)
H (-0.1670, 1.3423, -2.0196)
H (0.7783, -2.0384, -0.1209)
H (-0.7512, -1.8334, -0.3927)
H (0.2580, -1.9651, -1.7656)
H (1.2895, 0.3185, -0.3572)
H (0.4308, -0.6829, 1.6377)
H (-1.1882, -0.2321, 1.2391)
H (-0.5046, 1.5441, 2.4058)
H (-0.1326, 2.0468, 1.0052)
H (2.7702, -0.6884, 1.3989)
H (3.1977, -1.5948, 0.2423)
O (3.4090, -0.7495, 0.6689)

Cartesian forces (eV/Å) of the 3 atoms listed first:
C 1.10 -0.93 1.47
N 0.34 1.41 0.11
C -0.67 -2.16 3.08

Results
- electronic energy (eV) = -9400.0459
- Kohn-Sham gap (alpha / beta) (hartree) = 0.0984 / 0.3205
- total charge = -1
- LUMO (alpha / beta) (eV) = 3.9 / 3.8
- <S²> = 0.750
- 2S+1 = 2
- energy relative to the best compared isomer or geometry (same formula, charge and spin) (eV) = 1.537

***

# 6
Formula: C30H49BHfN6O2P2
Source: the OMol25 dataset
Level of theory: ωB97M-V with the def2-TZVPD basis set

Positions of all 91 atoms, in Å:
Hf (-0.6502, -0.5783, -0.2405)
C (2.0564, 0.4813, -4.6420)
C (1.3546, -0.4575, -3.6542)
C (1.8723, -1.8889, -3.8261)
C (-0.1482, -0.4650, -3.9649)
P (1.4940, 0.1197, -1.8805)
C (1.3944, 1.9647, -1.9606)
N (0.9397, 2.3673, -0.6515)
B (0.2614, 1.5065, 0.2717)
N (0.2021, 2.2348, 1.4932)
C (-0.4176, 1.7899, 2.7118)
P (-1.1388, 0.1070, 2.4164)
C (-2.9101, 0.3019, 2.9656)
C (-3.6089, -1.0560, 3.0861)
C (-3.5756, 1.1409, 1.8636)
C (-3.0507, 1.0405, 4.3028)
C (-0.1231, -1.0616, 3.4495)
C (-0.1422, -0.7521, 4.9471)
C (1.3030, -0.9116, 2.9006)
C (-0.5807, -2.5071, 3.2185)
C (0.8331, 3.4682, 1.3258)
C (1.0467, 4.5042, 2.2230)
C (1.7303, 5.6200, 1.7651)
C (2.1860, 5.7005, 0.4480)
C (1.9691, 4.6705, -0.4544)
C (1.2885, 3.5500, -0.0009)
C (3.2004, -0.2071, -1.1601)
C (3.4168, 0.6855, 0.0700)
C (4.3122, 0.1109, -2.1661)
C (3.3064, -1.6707, -0.7146)
H (1.9134, 0.0888, -5.6513)
H (1.6349, 1.4866, -4.6244)
H (3.1268, 0.5527, -4.4710)
H (1.6189, -2.2313, -4.8319)
H (2.9523, -1.9638, -3.7227)
H (1.4099, -2.5814, -3.1199)
H (-0.2906, -0.7049, -5.0208)
H (-0.6609, -1.2327, -3.3768)
H (-0.6210, 0.5015, -3.7708)
H (2.3815, 2.3788, -2.1832)
H (0.7188, 2.2812, -2.7590)
H (0.2971, 1.7414, 3.5383)
H (-1.2105, 2.4745, 3.0160)
H (-3.4280, -1.7096, 2.2344)
H (-3.3073, -1.5745, 3.9953)
H (-4.6851, -0.8847, 3.1593)
H (-3.6143, 0.6020, 0.9144)
H (-4.6029, 1.3662, 2.1565)
H (-3.0672, 2.0930, 1.6945)
H (-2.5592, 0.5170, 5.1197)
H (-2.6801, 2.0637, 4.2734)
H (-4.1143, 1.0956, 4.5447)
H (0.0933, 0.2883, 5.1734)
H (-1.1052, -0.9954, 5.3934)
H (0.6087, -1.3715, 5.4421)
H (1.7003, 0.0989, 3.0062)
H (1.9681, -1.5920, 3.4362)
H (1.3619, -1.1934, 1.8402)
H (-1.5513, -2.7108, 3.6634)
H (-0.6275, -2.7681, 2.1583)
H (0.1422, -3.1795, 3.6848)
H (0.6973, 4.4479, 3.2460)
H (1.9143, 6.4441, 2.4403)
H (2.7145, 6.5865, 0.1244)
H (2.3142, 4.7487, -1.4774)
H (3.4435, 1.7468, -0.1780)
H (2.6607, 0.5325, 0.8403)
H (4.3868, 0.4258, 0.4991)
H (4.2591, 1.1356, -2.5362)
H (5.2698, 0.0052, -1.6525)
H (4.3250, -0.5695, -3.0147)
H (2.6172, -1.8948, 0.1007)
H (3.1261, -2.3805, -1.5190)
H (4.3176, -1.8462, -0.3427)
N (-4.2728, -1.2389, -3.2461)
C (-4.4047, -1.3068, -1.7616)
C (-3.0637, -1.0663, -1.1107)
O (-2.2579, -0.2089, -1.6393)
O (-2.7392, -1.6494, -0.0666)
H (-5.1828, -1.2849, -3.7057)
H (-3.6903, -2.0827, -3.5174)
H (-3.7910, -0.3857, -3.5336)
H (-4.7786, -2.2891, -1.4863)
H (-5.0952, -0.5398, -1.4074)
N (0.1120, -2.5926, -0.3826)
C (-0.1721, -3.4885, -1.0907)
C (-0.6262, -4.4166, -1.9846)
C (0.0761, -5.6142, -2.2922)
N (0.6630, -6.5701, -2.5399)
C (-1.7715, -3.9589, -2.6662)
N (-2.6752, -3.4340, -3.1548)

Cartesian forces (eV/Å) of the 3 atoms listed first:
Hf 0.02 -0.12 0.03
C -0.01 0.00 -0.01
C 0.00 -0.03 0.00

Results
- electronic energy (eV) = -65491.8335
- Kohn-Sham gap (hartree) = 0.2477
- total charge = +2
- LUMO (eV) = -6.1
- 2S+1 = 1
- energy relative to the best compared isomer or geometry (same formula, charge and spin) (eV) = 0.000